## P
The following is a DFT calculation (the ωB97M-V functional and the def2-TZVPD basis) of one molecule with the formula C3H2N2OS2.

Values from the calculation:
SMILES: S=Cn1cnoc1=S
E_HOMO, Eh: -0.34680

Positions of all 10 atoms, in Å:
C1 -1.14959 -1.08946 0.18423
C2 -0.26003 1.25892 0.02650
C3 1.33371 -0.28957 -0.23665
H1 -0.74759 -2.06189 0.38290
H2 -1.18656 1.87560 0.36186
N1 -0.08902 -0.16023 0.02760
N2 0.81350 1.89988 -0.01759
O1 1.80864 0.93301 -0.35670
S1 -2.76019 -0.69363 -0.26957
S2 2.23713 -1.67263 -0.10259

***

## Q
The following is a DFT calculation (the ωB97M-V functional and the def2-TZVPD basis) of one molecule with the formula C3H2N2OS2.

Values from the calculation:
SMILES: O/N=C1\SN=CC1=S
E_HOMO, Eh: -0.34207

Positions of all 10 atoms, in Å:
C1 -0.40407 -0.44031 -0.29764
C2 1.33820 1.35162 0.05505
C3 1.10894 -0.10569 -0.18862
H1 -2.71658 -1.17067 0.61274
H2 2.32007 1.82177 0.33907
N1 -0.73963 -1.65266 -0.21048
N2 0.20421 2.05663 -0.01469
O1 -2.14197 -1.91824 0.05465
S1 -1.28192 1.14296 -0.22509
S2 2.31274 -1.08542 -0.12499

***

## R
The following is a DFT calculation (the ωB97M-V functional and the def2-TZVPD basis) of one molecule with the formula C3H2N2OS2.

Values from the calculation:
SMILES: S=c1nconc1S
E_HOMO, Eh: -0.33572

Positions of all 10 atoms, in Å:
C1 0.06594 -0.66074 0.02994
C2 -2.26110 0.49603 0.01200
C3 0.00145 0.81687 0.00881
H1 1.21672 -2.67554 0.14189
H2 -3.28585 0.81787 0.05578
N1 -0.95141 -1.45869 -0.03660
N2 -1.27461 1.32771 0.04358
O1 -2.19022 -0.82415 -0.03650
S1 1.66265 -1.39476 0.00391
S2 1.35831 1.73568 -0.02010

***

Which structure is most stable? R, by 30.5 kJ/mol over the runner-up.

***

## P
The following is a DFT calculation (the ωB97M-V functional and the def2-TZVPD basis) of one molecule with the formula C5H13NOS.

Values from the calculation:
SMILES: OCCCNCCS
E_HOMO, Eh: -0.32950

Positions of all 21 atoms, in Å:
C1 1.45330 -1.42873 -0.47434
C2 2.21813 -1.06118 0.80123
O1 3.63651 -1.20570 0.52308
C3 0.54213 -0.32839 -0.97264
N1 -0.35155 0.13191 0.07689
C4 -1.52644 0.82942 -0.41487
C5 -2.35536 1.36559 0.74142
S1 -3.97192 2.01268 0.20098
H1 0.86952 -2.34534 -0.33315
H2 2.17694 -1.65978 -1.26130
H3 2.03354 -0.02153 1.06226
H4 1.95791 -1.73463 1.61214
H5 4.12403 -0.67891 1.18515
H6 1.17779 0.51024 -1.24246
H7 0.02834 -0.69339 -1.86723
H8 -0.58202 -0.62195 0.71267
H9 -1.18893 1.69507 -0.98921
H10 -2.14050 0.17942 -1.04288
H11 -1.83423 2.10531 1.33846
H12 -2.64144 0.53578 1.37450
H13 -3.62573 2.41411 -1.03069

***

## Q
The following is a DFT calculation (the ωB97M-V functional and the def2-TZVPD basis) of one molecule with the formula C5H13NOS.

Values from the calculation:
SMILES: CN[C@H](CO)CCS
E_HOMO, Eh: -0.30926

Positions of all 21 atoms, in Å:
C1 0.67049 2.61817 0.27912
N1 0.02301 1.55046 -0.47389
C2 0.82426 0.33190 -0.23632
C3 -0.14409 -0.94719 -0.18046
C4 -1.05900 -0.89127 1.01250
S1 -2.62568 -1.92303 1.07628
C5 1.89753 0.07152 -1.30710
O1 2.86835 1.03978 -1.28489
H1 -0.08620 3.40581 0.31223
H2 1.06726 2.24695 1.28184
H3 1.65673 2.90370 0.00901
H4 -0.41349 1.82714 -1.37682
H5 1.18540 0.39884 0.76321
H6 -0.74812 -1.02367 -1.07803
H7 0.67526 -1.76394 -0.10952
H8 -0.47722 -1.10238 1.92331
H9 -1.39258 0.16218 1.19630
H10 -2.29527 -3.09523 1.56856
H11 2.36631 -0.93265 -1.14033
H12 1.31130 -0.02887 -2.25823
H13 2.91856 1.50027 -2.12218

***

Which structure is most stable? P, by 107.3 kJ/mol over the runner-up.

***

## P
The following is a DFT calculation (the ωB97M-V functional and the def2-TZVPD basis) of one molecule with the formula C5H13NOS.

Values from the calculation:
SMILES: OCCCNCCS
E_HOMO, Eh: -0.31253

Positions of all 21 atoms, in Å:
C1 -1.72825 0.78377 -0.25158
C2 -3.03519 -0.11668 -0.27469
O1 -4.04256 0.69300 0.32332
C3 -0.47217 -0.11226 0.07842
N1 0.85636 0.44571 -0.22908
C4 1.96769 -0.59374 -0.23320
C5 3.27208 0.20198 0.05546
S1 4.11549 -0.87262 1.35633
H1 -1.90747 1.58055 0.42727
H2 -1.45151 1.28853 -1.14925
H3 -3.24584 -0.33901 -1.32515
H4 -2.95389 -0.99443 0.40732
H5 -4.84866 0.02450 0.15684
H6 -0.37428 -0.32655 1.17083
H7 -0.61993 -1.09286 -0.47096
H8 0.87091 1.10477 -0.99712
H9 1.77400 -1.50349 0.36362
H10 1.88001 -1.03923 -1.26251
H11 3.01722 1.20821 0.44808
H12 3.86148 0.51181 -0.77874
H13 3.06450 -0.85197 2.18479

***

## Q
The following is a DFT calculation (the ωB97M-V functional and the def2-TZVPD basis) of one molecule with the formula C5H13NOS.

Values from the calculation:
SMILES: C[C@@H](CCS)NCO
E_HOMO, Eh: -0.32140

Positions of all 21 atoms, in Å:
C1 -1.43494 0.70337 -0.47374
C2 0.02233 0.35541 -0.56880
C3 0.83692 1.14189 0.45911
C4 0.61060 1.19621 2.06252
S1 2.28976 1.60304 2.85999
N1 0.41112 -1.02908 -0.72767
C5 -0.32296 -1.89641 -1.71545
O1 -1.08277 -2.79041 -0.92253
H1 -1.98917 1.09949 -1.31400
H2 -1.88050 -0.22280 -0.34435
H3 -1.67278 1.56186 0.13395
H4 0.19255 0.97198 -1.50201
H5 0.62146 2.25963 0.03523
H6 1.88302 0.87909 0.42291
H7 -0.09677 2.09757 2.31363
H8 0.18927 0.23710 2.45144
H9 3.00204 0.51640 2.79223
H10 0.52646 -1.44153 0.16294
H11 0.32775 -2.30570 -2.43414
H12 -1.10763 -1.32098 -2.28060
H13 -1.32575 -3.61612 -1.41067

***

Which structure is most stable? P, by 42.1 kJ/mol over the runner-up.

***

## P
The following is a DFT calculation (the ωB97M-V functional and the def2-TZVPD basis) of a 2-piece molecular cluster, C2H9N2 overall.

Values from the calculation:
Net charge: +1
E_HOMO, Eh: -0.49835

Positions of all 13 atoms, in Å:
N1 2.69192 -0.33936 0.17919
C1 -1.36770 -1.02503 0.31637
C2 -1.34390 0.48834 0.12286
N2 -0.38675 0.95896 -0.68016
H1 -2.01497 -1.39023 1.09824
H2 3.42304 0.24772 -0.20337
H3 1.89489 -0.23311 -0.43012
H4 -0.36830 -1.39470 0.54204
H5 -1.62165 -1.49507 -0.63449
H6 -0.98774 0.95446 1.11059
H7 -2.33571 0.97493 0.03527
H8 3.03620 -1.29038 0.16619
H9 -0.63035 1.91142 -1.02536

***

## Q
The following is a DFT calculation (the ωB97M-V functional and the def2-TZVPD basis) of a 2-piece molecular cluster, C2H9N2 overall.

Values from the calculation:
Net charge: +1
E_HOMO, Eh: -0.35418

Positions of all 13 atoms, in Å:
C1 -3.85157 -5.71524 -2.53674
H1 -4.24280 -5.49198 -1.55289
H2 -4.19225 -5.26209 -3.45353
H3 -2.62316 -6.02588 -2.34305
H4 -2.90575 -5.53440 -1.61082
N1 2.91041 3.95614 0.60575
C2 2.30706 3.02923 1.33512
N2 1.61834 3.40302 2.40926
H5 2.30000 4.74820 0.42250
H6 3.80229 3.86531 0.14448
H7 2.45581 1.95530 1.13051
H8 1.20120 2.73896 3.04593
H9 1.22042 4.33341 2.40349

***

## R
The following is a DFT calculation (the ωB97M-V functional and the def2-TZVPD basis) of a 2-piece molecular cluster, C2H9N2 overall.

Values from the calculation:
Net charge: +1
E_HOMO, Eh: -0.55431

Positions of all 13 atoms, in Å:
C1 0.67634 1.77013 -1.28059
N1 1.00797 1.25632 -0.17252
H1 -0.22918 1.47072 -1.81873
H2 1.18714 2.60796 -1.81194
H3 1.89638 1.63474 0.19974
C2 -0.73512 -2.04156 0.30977
N2 -0.74501 -0.68300 0.94770
H4 0.29178 -2.31122 0.12872
H5 -1.22436 -2.73938 0.95354
H6 -1.24944 -1.96400 -0.65651
H7 -0.10716 0.00768 0.46591
H8 -0.35832 -0.76360 1.90819
H9 -1.69491 -0.32753 1.02977

***

Which structure is most stable? R, by 439.2 kJ/mol over the runner-up.

***

## P
The following is a DFT calculation (the ωB97M-V functional and the def2-TZVPD basis) of C29H29Cl2N6O3PS4Y as an isolated structure.

Values from the calculation:
Net charge: -1
E_HOMO, Eh: -0.18184

Positions of all 75 atoms, in Å:
Y1 -0.05012 -0.16351 0.38970
N1 -1.79531 0.66333 4.74757
C1 -1.36611 0.14128 3.56251
S1 -1.86035 0.96455 2.13438
N2 -0.67484 -0.96952 3.68265
N3 -0.24702 -1.49966 2.50607
C2 0.27762 -2.67066 2.60574
C3 0.35308 -3.41251 3.89298
C4 -0.79391 -3.95271 4.46487
C5 -0.71167 -4.66265 5.65178
C6 0.51551 -4.82976 6.28136
C7 1.65999 -4.28562 5.71774
C8 1.57970 -3.58316 4.52306
C9 0.83493 -3.29620 1.39135
C10 1.20697 -4.63937 1.39289
C11 1.73350 -5.19566 0.24305
C12 1.88034 -4.39814 -0.87872
C13 1.47397 -3.07848 -0.80109
N4 0.96152 -2.52961 0.29858
H1 -2.07887 1.62652 4.73614
H2 -1.33935 0.31303 5.57442
H3 -1.74970 -3.79968 3.97988
H4 -1.60885 -5.07983 6.09140
H5 0.57756 -5.37956 7.21206
H6 2.61772 -4.40358 6.20839
H7 2.47044 -3.15080 4.08242
H8 1.07636 -5.22804 2.28885
H9 2.02387 -6.23826 0.22441
H10 2.29438 -4.78025 -1.80113
H11 1.56791 -2.43442 -1.66348
S2 2.41943 0.20232 1.47147
C14 2.45346 1.74470 0.67192
S3 0.99282 2.34173 -0.03429
C15 3.63307 2.46448 0.57707
C16 3.69958 3.71261 -0.10902
N5 3.79116 4.72355 -0.65631
C17 4.86028 1.96171 1.09823
N6 5.87433 1.57265 1.48715
Cl1 -1.98000 1.35704 -1.22905
C18 -2.75000 0.29739 -2.37516
C19 -3.38636 0.90650 -3.44105
C20 -4.03605 0.12670 -4.38302
C21 -4.02443 -1.25052 -4.24071
C22 -3.36656 -1.83155 -3.17087
Cl2 -3.35797 -3.57023 -3.09844
C23 -2.69925 -1.09095 -2.17612
S4 -1.88036 -1.86825 -0.85314
H12 -3.36610 1.98468 -3.52188
H13 -4.54121 0.58732 -5.22119
H14 -4.51333 -1.88903 -4.96378
C24 -0.47257 -1.47514 -5.08854
C25 0.32384 -1.99202 -3.90916
O1 1.42604 -1.11918 -3.60978
P1 1.24645 0.07280 -2.49112
O2 2.73920 0.64721 -2.59220
C26 3.83305 -0.04862 -1.95985
C27 4.56828 -0.91793 -2.95640
O3 0.43649 1.20161 -3.27922
C28 0.97742 1.90920 -4.40674
C29 -0.15345 2.68608 -5.03773
H15 -1.23459 -2.20424 -5.36986
H16 0.18346 -1.30505 -5.94441
H17 -0.97545 -0.54072 -4.83507
H18 0.76434 -2.96506 -4.13720
H19 -0.31093 -2.11559 -3.02679
H20 3.46146 -0.62795 -1.11020
H21 4.48341 0.72520 -1.55776
H22 3.91824 -1.69635 -3.35648
H23 5.42341 -1.38536 -2.46467
H24 4.93497 -0.31630 -3.78902
H25 1.41220 1.19218 -5.10784
H26 1.76823 2.56890 -4.04942
H27 -0.93980 2.01201 -5.38179
H28 0.21496 3.25831 -5.89086
H29 -0.58216 3.37891 -4.31323

***

## Q
The following is a DFT calculation (the ωB97M-V functional and the def2-TZVPD basis) of C29H29Cl2N6O3PS4Y as an isolated structure.

Values from the calculation:
Net charge: -1
E_HOMO, Eh: -0.18172

Positions of all 75 atoms, in Å:
Y1 -0.26880 -0.07950 0.01810
N1 -0.90800 0.87750 4.63050
C1 -0.82220 0.30050 3.40410
S1 -1.73850 1.03630 2.14690
N2 -0.08920 -0.77960 3.33890
N3 0.33200 -1.23690 2.15370
C2 0.86880 -2.42460 2.08800
C3 0.78590 -3.41280 3.17710
C4 -0.41280 -3.56720 3.87420
C5 -0.53870 -4.51960 4.86690
C6 0.52320 -5.35360 5.17140
C7 1.72800 -5.19390 4.50680
C8 1.86580 -4.22060 3.53380
C9 1.56360 -2.73460 0.83660
C10 1.90740 -4.03560 0.46210
C11 2.48940 -4.24720 -0.77320
C12 2.76740 -3.15950 -1.58640
C13 2.44270 -1.89490 -1.12010
N4 1.83860 -1.68020 0.04210
H1 -1.63670 1.55260 4.78130
H2 -0.53620 0.36370 5.40990
H3 -1.25260 -2.94390 3.61400
H4 -1.47700 -4.61740 5.39480
H5 0.41450 -6.12350 5.92240
H6 2.56630 -5.83500 4.74520
H7 2.82520 -4.08170 3.05600
H8 1.67240 -4.86220 1.11300
H9 2.70950 -5.25300 -1.10220
H10 3.19200 -3.28270 -2.56990
H11 2.67160 -1.00900 -1.70180
S2 -0.06800 -0.75840 -2.56310
C14 -0.83480 -2.27340 -2.22000
S3 -1.15820 -2.67210 -0.57770
C15 -1.15960 -3.13020 -3.25680
C16 -1.76390 -4.37250 -3.04580
N5 -2.27840 -5.39540 -2.91350
C17 -0.93140 -2.76840 -4.58880
N6 -0.77290 -2.50780 -5.69970
Cl1 1.89940 1.24940 1.57100
C18 2.35470 2.79840 0.93300
C19 3.35010 3.50550 1.57890
C20 3.73420 4.74320 1.09480
C21 3.10640 5.26190 -0.02880
C22 2.11740 4.54230 -0.66350
Cl2 1.36560 5.21280 -2.05930
C23 1.70600 3.27130 -0.21920
S4 0.50100 2.38630 -1.07350
H12 3.81640 3.07840 2.45330
H13 4.51790 5.29850 1.58570
H14 3.38400 6.22580 -0.42470
C24 -4.11120 4.06990 0.13580
C25 -4.51680 2.60500 0.11310
O1 -4.13340 1.99360 -1.10230
P1 -2.66510 1.26200 -1.23590
O2 -2.84220 0.88920 -2.77950
C26 -2.18050 1.59610 -3.82370
C27 -3.17250 2.46050 -4.58210
O3 -2.98120 -0.20640 -0.58500
C28 -4.09390 -0.98290 -1.05390
C29 -4.84000 -1.54670 0.14160
H15 -4.43850 4.53550 1.06190
H16 -4.55650 4.58740 -0.71100
H17 -3.02900 4.14330 0.06310
H18 -5.60680 2.50350 0.16510
H19 -4.07210 2.08130 0.96710
H20 -1.74450 0.83470 -4.47920
H21 -1.37440 2.21340 -3.41450
H22 -4.00110 1.84980 -4.93350
H23 -2.67950 2.92160 -5.43260
H24 -3.56780 3.23450 -3.92810
H25 -3.69920 -1.79740 -1.66860
H26 -4.73770 -0.34830 -1.67020
H27 -4.18130 -2.20990 0.69710
H28 -5.70190 -2.11120 -0.20240
H29 -5.16380 -0.74080 0.79810

***

Which structure is most stable? P, by 101.8 kJ/mol over the runner-up.

***

## P
The following is a DFT calculation (the ωB97M-V functional and the def2-TZVPD basis) of C3H3FN2 as an isolated structure.

Values from the calculation:
E_HOMO, Eh: -0.39118

Positions of all 9 atoms, in Å:
C1 2.39611 1.49556 -0.28199
C2 1.99664 0.17780 0.00062
C3 0.02167 -0.21485 -0.09645
N1 2.48266 2.62969 -0.35618
N2 2.71715 -0.78086 0.15359
F1 2.21635 -2.02589 0.39690
H1 -0.23718 0.76732 -0.31789
H2 -0.19253 -0.51913 0.86775
H3 -0.29213 -0.97020 -0.88110

***

## Q
The following is a DFT calculation (the ωB97M-V functional and the def2-TZVPD basis) of a 2-piece molecular cluster, C3H3FN2 overall.

Values from the calculation:
E_HOMO (alpha / beta), Eh: -0.35984 / -0.35982

Positions of all 9 atoms, in Å:
C1 1.09444 1.21366 0.53511
C2 0.98485 -0.00032 -0.05544
C3 -1.40783 -0.17138 0.02044
N1 1.05372 2.30999 0.88957
N2 1.74357 -0.86762 -0.50147
F1 1.15045 -2.00751 -1.06094
H1 -1.30227 0.45986 -0.79817
H2 -1.67758 0.28916 0.90529
H3 -1.63935 -1.22583 0.06561

***

Which structure is most stable? P, by 137.2 kJ/mol over the runner-up.